No. 1
Formula: H22O11
Source: OMol25
Level of theory: ωB97M-V/def2-TZVPD

Summary:
SMILES: O.O.O.O.O.O.O.O.O.O.O
Energy relative to the best compared isomer or geometry (same formula, charge and spin) in kcal/mol: 40.4
E_HOMO in eV: -10.91

```
! RIJCOSX wB97M-V def2-TZVPD def2/J DEFGRID3
* xyz 0 1
O 1.439 2.389 -0.982
H 2.168 1.962 -0.552
H 0.832 2.769 -0.314
O -0.227 2.682 -3.429
H 0.098 3.478 -3.826
H 0.331 2.440 -2.679
O -0.247 0.493 0.530
H -0.243 -0.489 0.305
H -0.042 0.776 -0.352
O -0.420 0.107 -2.385
H -1.296 0.396 -2.475
H -0.543 -0.760 -1.904
O 1.458 -1.987 2.500
H 0.631 -1.467 2.454
H 1.217 -2.901 2.470
O -1.051 -0.718 3.565
H -1.214 0.049 4.121
H -1.574 -0.404 2.831
O -0.392 -2.139 -0.926
H -0.691 -2.624 -0.145
H 0.521 -2.295 -0.994
O -2.464 1.559 -0.198
H -1.621 1.061 -0.135
H -2.289 2.285 -0.775
O 1.940 1.511 1.770
H 1.632 2.319 2.152
H 1.137 1.005 1.472
O 2.295 -0.626 -2.467
H 1.375 -0.311 -2.507
H 2.358 -1.162 -1.669
O -1.539 -3.008 1.197
H -2.246 -3.622 1.213
H -1.335 -2.771 2.134
*
```

No. 2
Formula: C11H22N6O5Pm
Source: OMol25
Level of theory: ωB97M-V/def2-TZVPD

Summary:
Energy relative to the best compared isomer or geometry (same formula, charge and spin) in kcal/mol: 0.0
Expectation value of S²: 6.005
E_HOMO (spin up / spin down) in eV: -9.08 / -9.09

```
! RIJCOSX wB97M-V def2-TZVPD def2/J DEFGRID3
* xyz 1 5
O -0.743 3.287 -0.105
H 0.366 3.463 -0.466
Pm -1.063 0.816 -0.188
N -1.763 -0.296 -2.259
N 0.530 -0.683 -1.368
O -3.021 -0.088 -2.606
O 1.658 -1.168 -0.623
C -1.016 -1.138 -3.035
C 0.286 -1.358 -2.514
C -1.493 -1.682 -4.340
C 1.248 -2.311 -3.135
H -2.440 -1.175 -4.568
H -1.637 -2.776 -4.373
H -0.768 -1.478 -5.151
H 2.077 -2.596 -2.481
H 1.679 -1.862 -4.043
H 0.709 -3.222 -3.425
H -3.359 0.998 -1.556
H 1.280 -1.273 0.317
O -2.131 -1.048 0.892
H -2.840 -1.652 0.542
H -1.324 -1.575 1.106
C 1.170 3.110 -1.320
H 1.455 4.079 -1.758
H 0.729 2.319 -2.021
H 1.823 2.608 -0.582
O -3.132 1.513 -0.688
H -1.230 4.130 0.105
H -3.287 2.441 -0.903
N 1.373 1.319 3.951
C 1.224 2.687 3.733
C 0.573 2.802 2.546
N 0.320 1.538 1.999
C 0.820 0.659 2.894
C 0.847 -0.796 2.791
N 0.500 -1.576 1.740
C 0.768 -2.887 2.136
C 1.208 -2.908 3.422
N 1.256 -1.572 3.823
H 1.775 0.896 4.790
H 1.608 3.420 4.442
H 0.258 3.715 2.034
H 0.631 -3.717 1.441
H 1.514 -3.721 4.063
H 1.563 -1.242 4.744
*
```

No. 3
Formula: C16H16O4
Source: OMol25
Level of theory: ωB97M-V/def2-TZVPD

Summary:
SMILES: COC(=O)c1ccc(OCCOc2ccccc2)cc1
Energy relative to the best compared isomer or geometry (same formula, charge and spin) in kcal/mol: 258.5
E_HOMO in eV: -8.33

```
! RIJCOSX wB97M-V def2-TZVPD def2/J DEFGRID3
* xyz 0 1
C -6.745 -0.633 1.116
H -6.937 -1.664 1.256
H -6.747 0.095 1.884
H -7.356 -0.259 0.200
O -5.411 -0.868 0.479
C -4.937 0.396 0.330
O -5.581 1.398 0.464
C -3.490 0.368 -0.249
C -2.863 -0.853 -0.219
C -1.447 -1.013 -0.518
C -0.857 0.375 -0.893
C -1.564 1.505 -1.015
C -2.753 1.310 -0.638
H -3.274 2.525 -0.486
H -0.921 2.266 -1.355
O 0.425 0.178 -1.194
C 1.284 -1.145 -1.319
C 1.633 -1.551 0.106
O 3.166 -1.521 0.101
C 3.807 -0.456 0.403
C 3.320 0.798 0.146
C 4.138 1.951 0.539
C 5.599 1.738 0.631
C 6.009 0.370 0.792
C 5.196 -0.567 0.234
H 5.625 -1.736 0.500
H 7.135 -0.059 0.764
H 6.326 2.613 0.654
H 3.802 2.831 0.455
H 2.357 0.982 0.146
H 1.301 -2.397 0.148
H 1.227 -0.857 0.669
H 0.736 -1.714 -1.908
H 2.126 -0.848 -1.957
H -1.031 -1.995 -0.486
H -3.297 -1.562 0.222
*
```

No. 4
Formula: C39H35N7O7P3Pb
Source: OMol25
Level of theory: ωB97M-V/def2-TZVPD

Summary:
Energy relative to the best compared isomer or geometry (same formula, charge and spin) in kcal/mol: 16.8
E_HOMO in eV: -5.43

```
! RIJCOSX wB97M-V def2-TZVPD def2/J DEFGRID3
* xyz -1 1
Pb -0.426 0.488 -0.978
C 1.709 -1.453 -3.322
N 0.481 -0.709 -3.144
C -0.111 -0.240 -4.178
C -1.281 0.585 -4.111
C -2.066 1.064 -5.165
C -3.087 1.823 -4.585
C -2.867 1.775 -3.206
N -1.787 1.032 -2.910
C 1.622 -2.882 -2.833
C 0.404 -3.547 -2.763
C 0.343 -4.868 -2.342
C 1.501 -5.539 -1.976
C 2.722 -4.880 -2.037
C 2.781 -3.563 -2.469
H 2.504 -0.928 -2.782
H 2.001 -1.478 -4.382
H 0.272 -0.462 -5.182
H -1.906 0.871 -6.216
H -3.879 2.354 -5.091
H -3.443 2.251 -2.422
H -0.501 -3.014 -3.028
H -0.613 -5.377 -2.302
H 1.459 -6.568 -1.642
H 3.628 -5.392 -1.735
H 3.735 -3.049 -2.516
N -2.465 2.216 1.488
P -1.028 2.842 0.729
C -1.827 4.425 0.130
C -1.898 4.642 -1.244
C -2.525 5.774 -1.752
C -3.082 6.703 -0.888
C -3.004 6.504 0.486
C -2.379 5.374 0.990
C -0.162 3.579 2.154
C 0.919 4.402 1.849
C 1.715 4.915 2.862
C 1.426 4.620 4.185
C 0.333 3.823 4.495
C -0.455 3.295 3.483
C -3.233 1.167 1.069
C -4.484 0.931 1.678
C -5.271 -0.099 1.227
C -4.822 -0.902 0.177
C -3.594 -0.605 -0.367
N -2.815 0.392 0.060
H -2.875 2.780 2.217
H -1.448 3.915 -1.913
H -2.568 5.933 -2.823
H -3.564 7.591 -1.280
H -3.419 7.241 1.163
H -2.298 5.243 2.064
H 1.160 4.600 0.810
H 2.580 5.515 2.610
H 2.064 4.993 4.977
H 0.109 3.584 5.528
H -1.269 2.626 3.734
H -4.811 1.575 2.485
H -6.238 -0.281 1.678
H -5.414 -1.720 -0.208
H -3.191 -1.186 -1.193
O 3.841 1.162 -1.538
P 2.788 1.859 -0.508
O 3.458 2.973 0.223
O 1.531 2.122 -1.284
O 2.607 0.614 0.532
P 2.037 0.747 2.092
O 2.903 1.966 2.656
O 2.394 -0.515 2.782
O 0.581 1.111 1.980
H 4.722 1.280 -1.157
H 3.218 2.531 1.908
N 5.842 -7.773 2.530
C 4.971 -7.043 2.346
C 3.880 -6.138 2.123
C 4.118 -4.777 1.924
C 3.069 -3.909 1.696
C 1.767 -4.400 1.661
C 1.522 -5.751 1.886
C 2.571 -6.619 2.117
N 0.701 -3.537 1.359
C -0.600 -3.621 1.812
C -1.276 -2.625 1.185
N -0.431 -1.945 0.332
C 0.742 -2.497 0.483
H 5.134 -4.407 1.960
H 3.230 -2.843 1.588
H 0.506 -6.123 1.852
H 2.382 -7.671 2.282
H -0.903 -4.324 2.569
H -2.311 -2.342 1.292
H 1.640 -2.201 -0.034
*
```

No. 5
Formula: C4H8O
Source: OMol25
Level of theory: ωB97M-V/def2-TZVPD

Summary:
SMILES: CC(C)=CO
Energy relative to the best compared isomer or geometry (same formula, charge and spin) in kcal/mol: 14.3
E_HOMO in eV: -8.42

```
! RIJCOSX wB97M-V def2-TZVPD def2/J DEFGRID3
* xyz 0 1
C -1.461 0.304 0.583
C -0.063 0.124 0.056
C 0.409 -1.297 -0.097
C 0.703 1.183 -0.224
O 1.921 1.173 -0.838
H -2.176 -0.226 -0.061
H -1.584 -0.106 1.593
H -1.758 1.357 0.602
H 1.995 0.334 -1.309
H 1.426 -1.372 -0.498
H -0.254 -1.893 -0.737
H 0.424 -1.776 0.891
H 0.416 2.195 0.040
*
```

No. 6
Formula: C18H27N3O4S
Source: OMol25
Level of theory: ωB97M-V/def2-TZVPD

Summary:
Energy relative to the best compared isomer or geometry (same formula, charge and spin) in kcal/mol: 202.4
E_HOMO in eV: -3.75

```
! RIJCOSX wB97M-V def2-TZVPD def2/J DEFGRID3
* xyz 0 1
O -1.658 4.249 0.411
O -1.236 -4.434 4.588
O 2.837 2.261 -1.838
O -2.068 -3.518 2.698
C -0.747 3.645 -0.130
C -1.217 -4.319 3.375
C 2.239 3.099 -1.171
C 1.092 -0.241 -1.462
C 0.666 0.398 -0.350
C -3.132 0.095 0.408
C -3.462 -0.706 -0.701
C -1.802 0.504 0.625
C -2.461 -1.099 -1.604
C -0.770 0.127 -0.263
C -1.142 -0.679 -1.381
N 0.031 -0.874 -2.075
N 2.056 4.350 -1.617
N 0.388 3.462 0.552
C -0.934 3.175 -1.561
C 2.507 4.834 -2.921
C 1.532 1.245 0.532
C -0.277 -3.863 -0.092
C 1.278 -2.593 2.089
C -0.197 -5.149 2.594
C 1.636 2.751 0.208
S 0.770 -4.187 1.363
H -2.607 -3.094 3.381
H 2.111 -0.210 -1.833
H -3.908 0.404 1.095
H -4.488 -1.013 -0.857
H -1.566 1.128 1.475
H -2.704 -1.712 -2.459
H 0.115 -1.378 -2.946
H 1.537 4.982 -1.028
H 0.334 3.830 1.489
H -1.952 2.802 -1.664
H -0.248 2.377 -1.821
H -0.786 4.017 -2.233
H 3.598 4.841 -2.957
H 2.138 4.168 -3.705
H 2.131 5.843 -3.100
H 1.173 1.139 1.556
H 2.539 0.825 0.508
H -0.750 -4.787 -0.436
H -1.065 -3.146 0.162
H 0.322 -3.449 -0.907
H 1.924 -2.048 1.394
H 1.824 -2.756 3.024
H 0.400 -1.975 2.299
H 0.491 -5.611 3.307
H -0.736 -5.950 2.083
H 2.381 3.131 0.908
H 1.861 -4.894 0.988
*
```

No. 7
Formula: CH6N2O2
Source: OMol25
Level of theory: ωB97M-V/def2-TZVPD

Summary:
SMILES: NC(N)=O.O
Energy relative to the best compared isomer or geometry (same formula, charge and spin) in kcal/mol: 31.2
E_HOMO in eV: -10.30

```
! RIJCOSX wB97M-V def2-TZVPD def2/J DEFGRID3
* xyz 0 1
N -0.289 -0.891 -0.300
C 0.356 -0.249 0.722
N -0.592 0.327 1.619
O 1.536 -0.091 0.834
H -1.412 -1.090 -0.366
H 0.391 -1.358 -0.990
H -1.201 -0.241 2.236
H -0.171 0.857 2.397
H -0.275 0.881 -1.993
H 1.141 0.728 -1.787
O 0.516 1.128 -2.373
*
```

No. 8
Formula: C5H8O
Source: OMol25
Level of theory: ωB97M-V/def2-TZVPD

Summary:
Energy relative to the best compared isomer or geometry (same formula, charge and spin) in kcal/mol: 124.7
E_HOMO (spin up / spin down) in eV: -8.76 / -8.78

```
! RIJCOSX wB97M-V def2-TZVPD def2/J DEFGRID3
* xyz 0 1
C 1.712 0.043 -0.501
C 0.537 0.976 -0.415
C -0.890 -1.730 -0.044
C -1.098 -0.623 0.945
C -0.752 0.681 0.224
O -0.613 0.642 -1.198
H 1.376 -1.000 -0.491
H 2.258 0.232 -1.432
H 2.403 0.209 0.332
H 0.787 2.039 -0.460
H -1.816 -1.756 -0.656
H -0.442 -0.715 1.819
H -2.136 -0.536 1.300
H -1.327 1.538 0.579
*
```

No. 9
Formula: ClFS2
Source: OMol25
Level of theory: ωB97M-V/def2-TZVPD

Summary:
Energy relative to the best compared isomer or geometry (same formula, charge and spin) in kcal/mol: 75.5
E_HOMO (spin up / spin down) in eV: -9.38 / -9.38

```
! RIJCOSX wB97M-V def2-TZVPD def2/J DEFGRID3
* xyz 0 1
F 1.776 -0.730 -0.270
S 1.098 0.732 0.437
S -2.707 -0.108 0.370
Cl -1.110 0.659 -0.453
*
```

No. 10
Formula: C6H9N
Source: OMol25
Level of theory: ωB97M-V/def2-TZVPD

Summary:
SMILES: C=C(C#CN)CC
Energy relative to the best compared isomer or geometry (same formula, charge and spin) in kcal/mol: 55.2
E_HOMO in eV: -8.01

```
! RIJCOSX wB97M-V def2-TZVPD def2/J DEFGRID3
* xyz 0 1
C -0.875 0.807 -0.948
C 0.258 1.818 -0.779
C -0.410 -0.598 -0.663
N 0.773 -0.935 3.093
C -0.449 -1.567 -1.573
C 0.069 -0.804 0.648
C 0.432 -0.832 1.799
H 1.099 -1.854 3.363
H 1.377 -0.199 3.428
H -1.691 1.066 -0.264
H -1.259 0.854 -1.971
H -0.831 -1.392 -2.560
H -0.113 -2.566 -1.350
H -0.092 2.820 -1.043
H 1.099 1.558 -1.428
H 0.612 1.824 0.248
*
```

No. 11
Formula: C7H13O5Rb
Source: OMol25
Level of theory: ωB97M-V/def2-TZVPD

Summary:
Energy relative to the best compared isomer or geometry (same formula, charge and spin) in kcal/mol: 22.5
Expectation value of S²: 0.758
E_HOMO (spin up / spin down) in eV: -12.29 / -12.29

```
! RIJCOSX wB97M-V def2-TZVPD def2/J DEFGRID3
* xyz 1 2
Rb 2.813 3.277 0.339
O -1.853 2.165 0.078
C -0.643 2.648 0.322
O 0.289 1.923 0.713
O -0.334 3.884 0.179
H -1.766 1.228 0.267
C 2.239 0.059 -1.843
C 3.173 -1.172 -1.797
O 3.091 -1.926 -0.797
C 3.998 -1.588 -3.005
H 1.388 -0.168 -2.485
H 2.883 0.876 -2.169
H 1.865 0.221 -0.833
H 5.026 -1.230 -2.955
H 3.430 -1.221 -3.860
H 3.903 -2.670 -2.911
C -3.979 0.112 2.319
C -3.013 -0.642 1.434
O -3.063 -0.573 0.203
C -1.900 -1.388 2.127
H -4.823 -0.439 2.733
H -4.364 1.032 1.879
H -3.452 0.381 3.234
H -2.250 -2.420 2.119
H -1.699 -1.033 3.138
H -0.962 -1.337 1.573
*
```

No. 12
Formula: C47H46BF5N7O8S3Y
Source: OMol25
Level of theory: ωB97M-V/def2-TZVPD

Summary:
E_HOMO in eV: -1.92

```
! RIJCOSX wB97M-V def2-TZVPD def2/J DEFGRID3
* xyz -2 1
Y -0.367 -0.683 -0.012
O -1.633 0.834 1.826
C -2.120 0.967 3.137
C -1.126 1.737 3.976
C 0.187 0.990 4.223
C 1.284 1.304 3.223
C 2.620 1.198 3.600
C 3.608 1.421 2.655
C 3.235 1.765 1.365
C 1.883 1.885 1.083
N 0.925 1.657 1.986
H -1.372 1.700 1.499
H -2.286 -0.044 3.517
H -3.092 1.475 3.145
H -1.616 1.952 4.932
H -0.926 2.708 3.513
H 0.003 -0.092 4.213
H 0.568 1.204 5.225
H 2.870 0.916 4.616
H 4.652 1.317 2.922
H 3.959 1.921 0.576
H 1.556 2.158 0.081
C -6.070 -0.244 -0.700
O -5.286 -1.043 -1.563
C -5.820 -1.516 -2.703
C -7.164 -1.406 -3.035
C -7.665 -2.019 -4.178
C -6.819 -2.744 -4.996
C -5.466 -2.818 -4.693
C -4.933 -2.198 -3.568
N -3.555 -2.312 -3.332
C -2.743 -1.484 -2.535
N -3.002 -0.179 -2.759
C -2.610 1.009 -2.107
C -1.648 1.084 -1.108
C -1.399 2.388 -0.647
C -2.059 3.525 -1.088
C -3.027 3.396 -2.075
C -3.284 2.142 -2.584
O -4.237 1.980 -3.592
C -3.726 2.345 -4.870
N -1.821 -1.976 -1.778
C -1.633 -3.388 -1.901
C -0.897 -3.870 -2.987
C -0.614 -5.216 -3.134
C -1.044 -6.121 -2.174
C -1.780 -5.664 -1.097
C -2.090 -4.317 -0.964
O -2.820 -3.940 0.131
C -4.220 -3.873 -0.120
H -5.410 0.020 0.121
H -6.932 -0.803 -0.319
H -6.410 0.659 -1.215
H -7.827 -0.860 -2.378
H -8.718 -1.929 -4.414
H -7.196 -3.236 -5.884
H -4.788 -3.351 -5.350
H -3.141 -3.194 -3.576
H -3.753 -0.020 -3.407
H -0.597 2.552 0.078
H -1.800 4.502 -0.697
H -3.571 4.249 -2.465
H -4.526 2.184 -5.593
H -2.858 1.732 -5.131
H -3.424 3.396 -4.882
H -0.496 -3.144 -3.680
H -0.013 -5.547 -3.972
H -0.792 -7.172 -2.251
H -2.124 -6.336 -0.319
H -4.574 -4.818 -0.546
H -4.460 -3.043 -0.787
H -4.697 -3.700 0.842
N 7.362 -1.418 6.421
C 6.760 -1.811 5.205
C 6.414 -0.856 4.249
C 5.853 -1.241 3.046
C 5.638 -2.586 2.767
C 5.983 -3.536 3.714
C 6.545 -3.154 4.924
S 4.897 -3.054 1.200
O 5.810 -2.579 0.195
O 4.709 -4.493 1.293
N 3.545 -2.230 1.097
C 2.426 -2.507 1.811
S 2.139 -3.924 2.832
C 0.655 -3.242 3.385
C 0.450 -2.068 2.763
N 1.405 -1.637 1.859
H 7.104 -0.485 6.699
H 7.174 -2.062 7.172
H 6.587 0.195 4.458
H 5.573 -0.501 2.304
H 5.795 -4.579 3.493
H 6.815 -3.905 5.660
H -0.008 -3.748 4.068
H -0.432 -1.459 2.916
F 2.639 -1.434 -1.591
C 1.319 -1.566 -1.449
F 0.845 -1.519 -2.766
F 1.125 -2.935 -1.103
F -3.415 -1.189 0.688
B -2.226 -1.732 1.147
F -2.516 -2.296 2.373
O 7.803 3.931 -4.134
C 6.613 3.991 -4.803
O 6.617 4.473 -5.909
C 5.430 3.470 -4.104
C 4.177 3.588 -4.726
C 3.030 3.142 -4.117
C 3.035 2.557 -2.824
S 1.585 2.074 -2.052
C 4.311 2.414 -2.226
C 5.458 2.857 -2.841
H 7.644 3.548 -3.267
H 4.134 4.043 -5.708
H 2.073 3.244 -4.615
H 4.371 1.923 -1.262
H 6.390 2.684 -2.307
*
```